Density functional theory data (ωB97M-V/def2-TZVPD) for a molecular structure, C21H37AsF5N4O2P2STi.

Atoms and positions in Å:
Ti (0.42, -0.88, -0.05)
C (-0.70, -4.23, 1.34)
P (-0.09, -2.54, 1.82)
C (-0.93, -2.15, 3.38)
C (1.55, -3.07, 2.57)
C (2.46, -3.65, 1.49)
P (2.52, -2.43, 0.09)
C (4.12, -1.58, 0.39)
C (2.91, -3.58, -1.33)
H (-0.39, -5.01, 2.03)
H (-0.32, -4.46, 0.31)
H (-1.81, -4.20, 1.27)
H (-0.76, -2.89, 4.21)
H (-2.02, -2.15, 3.21)
H (-0.61, -1.16, 3.70)
H (1.24, -3.83, 3.32)
H (2.01, -2.21, 3.06)
H (2.03, -4.58, 1.10)
H (3.47, -3.88, 1.89)
H (4.89, -2.29, 0.82)
H (3.97, -0.76, 1.12)
H (4.50, -1.10, -0.53)
H (3.63, -4.33, -1.06)
H (3.31, -2.97, -2.17)
H (1.97, -4.08, -1.67)
F (7.02, 1.27, -3.06)
C (5.79, 1.23, -2.48)
C (4.74, 0.58, -3.09)
F (4.97, -0.03, -4.26)
C (3.48, 0.53, -2.49)
F (2.46, -0.11, -3.08)
C (3.22, 1.14, -1.22)
S (1.66, 1.22, -0.36)
C (4.28, 1.84, -0.63)
F (4.19, 2.33, 0.64)
C (5.55, 1.92, -1.30)
F (6.60, 2.58, -0.73)
N (-1.15, 0.16, 0.69)
C (-2.25, 0.24, 1.18)
N (-3.55, 0.21, 0.93)
C (-4.06, -0.29, -0.40)
C (-5.34, 0.44, -0.75)
O (-6.36, 0.30, 0.29)
C (-5.90, 0.78, 1.56)
C (-4.49, 0.18, 2.04)
H (-4.27, -1.40, -0.29)
H (-3.27, -0.12, -1.13)
H (-5.78, -0.09, -1.64)
H (-5.23, 1.47, -1.04)
H (-6.70, 0.38, 2.25)
H (-5.85, 1.89, 1.53)
H (-4.60, -0.78, 2.49)
H (-4.10, 0.82, 2.79)
N (-1.35, -2.08, -3.66)
C (-0.66, -1.36, -2.72)
N (-0.59, 0.00, -2.83)
O (-0.22, -1.91, -1.65)
H (-1.62, -1.77, -4.58)
H (-1.33, -3.10, -3.52)
H (-0.87, 0.53, -3.65)
H (0.26, 0.45, -2.45)
C (0.74, 4.81, 0.10)
As (-1.07, 3.93, 0.43)
C (-1.41, 4.84, 2.13)
C (-2.11, 5.11, -0.81)
H (1.26, 4.36, -0.75)
H (1.31, 4.65, 1.03)
H (0.44, 5.89, 0.00)
H (-1.36, 5.92, 1.92)
H (-0.61, 4.59, 2.81)
H (-2.41, 4.54, 2.49)
H (-2.46, 5.95, -0.19)
H (-2.96, 4.53, -1.21)
H (-1.42, 5.46, -1.61)

The expectation value of S² is 2.023. The multiplicity is 3. The net charge is +1. For the HOMO energy (spin up / spin down), the calculation gives -9.3 / -10.1 eV. Its total energy is -159380.820 eV. The orbital gap (spin up / spin down) comes out at 6.283 / 7.302 eV.